[1]
One molecule with the formula CH3N2OP at a distorted geometry. Source: the Open Molecules 2025 dataset; level of theory: ωB97M-V/def2-TZVPD.

CARTESIAN COORDINATES (ANGSTROEM)
H 1.30 1.46 0.39
H 2.38 -0.07 -0.03
P -2.13 0.64 -0.12
H 0.84 -1.28 -0.34
N -0.92 -0.53 -0.23
O -3.27 -0.15 0.24
C 1.39 0.36 0.23
N 0.40 -0.44 -0.14

The charge is 0. As for the total energy: -15399.565 eV. Its highest occupied orbital energy (spin up / spin down) is -8.982 / -8.981 eV. As for the multiplicity: 1. For the orbital gap (spin up / spin down), the calculation gives 8.33 / 8.33 eV. For the largest force on an atom, the calculation gives 2.9 eV Å⁻¹. The energy above the lowest of the compared OMol25 structures with the same formula, charge and spin is 61.9 kcal per mole.

=====

[2]
One molecule with the formula CH3N2OP at a distorted geometry. Source: the Open Molecules 2025 dataset; level of theory: ωB97M-V/def2-TZVPD.

CARTESIAN COORDINATES (ANGSTROEM)
N 1.30 -0.48 -1.64
N 0.22 -0.27 -0.87
H 0.46 0.72 1.14
O 3.03 -1.14 -3.24
H -0.64 -0.45 -1.41
C -0.19 0.28 0.28
H -1.26 0.37 0.34
P 2.69 -1.38 -1.86

The charge is 0. As for the total energy: -15399.362 eV. Its highest occupied orbital energy (spin up / spin down) is -8.771 / -8.770 eV. As for the multiplicity: 1. For the orbital gap (spin up / spin down), the calculation gives 8.41 / 8.41 eV. For the largest force on an atom, the calculation gives 2.8 eV Å⁻¹. The energy above the lowest of the compared OMol25 structures with the same formula, charge and spin is 66.6 kcal per mole.

=====

[3]
One molecule with the formula CH3N2OP at a distorted geometry. Source: the Open Molecules 2025 dataset; level of theory: ωB97M-V/def2-TZVPD.

CARTESIAN COORDINATES (ANGSTROEM)
H -1.59 0.51 1.44
H 1.94 0.16 0.01
P -1.61 0.55 0.10
H 0.98 0.05 -1.41
C 0.89 0.03 -0.38
N 0.31 -1.15 0.00
O -0.09 1.07 -0.11
N -0.82 -1.22 0.35

The charge is 0. Its SMILES is C1N=NPO1. As for the total energy: -15399.797 eV. Its highest occupied orbital energy is -8.887 eV. As for the multiplicity: 1. For the orbital gap, the calculation gives 9.69 eV. For the largest force on an atom, the calculation gives 3.9 eV Å⁻¹. The energy above the lowest of the compared OMol25 structures with the same formula, charge and spin is 56.5 kcal per mole.

=====

[4]
CH3N3 as an isolated structure at a distorted geometry. Source: the Open Molecules 2025 dataset; level of theory: ωB97M-V/def2-TZVPD.

CARTESIAN COORDINATES (ANGSTROEM)
N -0.06 1.55 0.93
H -1.04 1.65 1.32
H 0.30 -0.67 0.58
N 0.26 -0.44 -2.03
C 0.63 0.63 0.58
H 0.14 -1.46 0.04
N -0.23 -1.25 -1.42

The charge is 0. As for the total energy: -5551.799 eV. Its highest occupied orbital energy is -9.086 eV. As for the multiplicity: 1. For the orbital gap, the calculation gives 9.21 eV. For the largest force on an atom, the calculation gives 4.6 eV Å⁻¹. The energy above the lowest of the compared OMol25 structures with the same formula, charge and spin is 94.1 kcal per mole.

=====

[5]
One molecule with the formula CH3N3O at a distorted geometry. Source: the Open Molecules 2025 dataset; level of theory: ωB97M-V/def2-TZVPD.

CARTESIAN COORDINATES (ANGSTROEM)
H -0.65 0.83 0.57
H -0.30 0.72 -1.22
C 0.08 0.69 -0.21
O 2.12 -0.78 0.02
N 2.31 0.57 0.06
H 0.49 -1.60 0.68
N 0.83 -1.20 -0.20
N 1.30 1.24 -0.02

The charge is 0. As for the total energy: -7597.953 eV. Its highest occupied orbital energy is -9.589 eV. As for the multiplicity: 1. For the orbital gap, the calculation gives 10.40 eV. For the largest force on an atom, the calculation gives 3.8 eV Å⁻¹. The energy above the lowest of the compared OMol25 structures with the same formula, charge and spin is 130.3 kcal per mole.

=====

[6]
One molecule with the formula CH3N3O at a distorted geometry. Source: the Open Molecules 2025 dataset; level of theory: ωB97M-V/def2-TZVPD.

CARTESIAN COORDINATES (ANGSTROEM)
N 0.02 -1.02 0.00
H -0.09 -1.93 0.56
H 1.57 -0.04 -0.71
O -2.11 0.07 0.13
C -0.90 0.03 0.11
N 1.13 0.00 0.15
H 0.32 1.93 -0.27
N 0.08 0.97 0.02

The charge is 0. Its SMILES is O=c1[nH][nH][nH]1. As for the total energy: -7600.823 eV. Its highest occupied orbital energy is -9.367 eV. As for the multiplicity: 1. For the orbital gap, the calculation gives 10.30 eV. For the largest force on an atom, the calculation gives 2.9 eV Å⁻¹. The energy above the lowest of the compared OMol25 structures with the same formula, charge and spin is 64.1 kcal per mole.

=====

[7]
A 2-piece molecular cluster, CH3N3O2 overall at a distorted geometry. Source: the Open Molecules 2025 dataset; level of theory: ωB97M-V/def2-TZVPD.

CARTESIAN COORDINATES (ANGSTROEM)
H 1.64 0.28 1.83
O -0.79 0.50 1.20
H -1.53 -0.63 -1.02
N -1.42 0.34 -0.92
C 1.36 -0.75 0.20
N 2.00 -0.33 1.13
N -1.13 1.04 0.17
O 1.17 -1.26 -0.81
H -1.31 0.82 -1.77

The charge is 0. Its SMILES is N=C=O.NN=O. As for the total energy: -9648.318 eV. Its highest occupied orbital energy is -9.821 eV. As for the multiplicity: 1. For the orbital gap, the calculation gives 10.42 eV. For the largest force on an atom, the calculation gives 2.5 eV Å⁻¹. The energy above the lowest of the compared OMol25 structures with the same formula, charge and spin is 71.8 kcal per mole.

=====

[8]
A 2-piece molecular cluster, CH3N3O2S overall at a distorted geometry. Source: the Open Molecules 2025 dataset; level of theory: ωB97M-V/def2-TZVPD.

CARTESIAN COORDINATES (ANGSTROEM)
N -1.67 0.19 -0.09
N 0.36 0.15 0.78
C 0.76 0.49 -0.57
H 0.80 1.58 -0.71
O 1.06 -1.70 0.89
S -0.81 0.38 -1.61
H 1.74 -1.30 1.46
N -0.97 0.09 0.93
H 1.58 -0.10 -0.98
O -2.85 0.21 -0.10

The charge is 0. As for the total energy: -20478.837 eV. Its highest occupied orbital energy (spin up / spin down) is -9.569 / -9.574 eV. As for the multiplicity: 1. For the orbital gap (spin up / spin down), the calculation gives 7.81 / 7.81 eV. For the largest force on an atom, the calculation gives 4.3 eV Å⁻¹. The energy above the lowest of the compared OMol25 structures with the same formula, charge and spin is 155.5 kcal per mole.

=====

[9]
A 2-piece molecular cluster, CH3N3O2S overall at a distorted geometry. Source: the Open Molecules 2025 dataset; level of theory: ωB97M-V/def2-TZVPD.

CARTESIAN COORDINATES (ANGSTROEM)
S -0.30 1.17 1.60
N 0.44 0.58 -1.35
O -0.13 1.58 -0.69
N -0.46 -0.35 1.27
H -1.00 -2.18 -0.65
H 0.26 -0.91 1.76
H 1.39 0.74 -1.76
C -0.12 -0.56 -1.29
O 0.80 1.37 2.55
N -0.89 -1.43 -1.43

The charge is 0. As for the total energy: -20481.207 eV. Its highest occupied orbital energy is -9.065 eV. As for the multiplicity: 1. For the orbital gap, the calculation gives 9.27 eV. For the largest force on an atom, the calculation gives 4.6 eV Å⁻¹. The energy above the lowest of the compared OMol25 structures with the same formula, charge and spin is 100.8 kcal per mole.

=====

[10]
A 2-piece molecular cluster, CH3N3O2S overall at a distorted geometry. Source: the Open Molecules 2025 dataset; level of theory: ωB97M-V/def2-TZVPD.

CARTESIAN COORDINATES (ANGSTROEM)
N 0.32 1.48 0.90
H -0.73 1.21 1.13
N -2.43 -0.34 -0.40
H 0.14 2.10 0.14
S 1.19 0.05 0.56
O 0.82 -0.98 1.53
O 2.57 0.45 0.19
N -0.38 -1.06 -1.48
H 0.00 -2.00 -1.71
C -1.50 -0.91 -0.86

The charge is 0. As for the total energy: -20481.933 eV. Its highest occupied orbital energy (spin up / spin down) is -11.220 / -9.401 eV. As for the multiplicity: 1. For the orbital gap (spin up / spin down), the calculation gives 9.23 / 6.46 eV. For the largest force on an atom, the calculation gives 4.1 eV Å⁻¹. The energy above the lowest of the compared OMol25 structures with the same formula, charge and spin is 84.1 kcal per mole.

=====

[11]
One molecule with the formula CH3N3O3 at a distorted geometry. Source: the Open Molecules 2025 dataset; level of theory: ωB97M-V/def2-TZVPD.

CARTESIAN COORDINATES (ANGSTROEM)
N 0.03 -0.06 0.01
C 0.78 1.18 0.02
N 0.36 -1.35 0.19
N -1.38 0.05 -0.06
H 0.29 2.16 0.04
H 0.42 -1.99 -0.57
O -1.82 1.17 -0.07
O -1.94 -1.00 -0.09
O 1.95 1.14 -0.04
H 1.31 -1.30 0.58

The charge is 0. Its SMILES is NN(C=O)[N+](=O)[O-]. As for the total energy: -11693.446 eV. Its highest occupied orbital energy is -9.961 eV. As for the multiplicity: 1. For the orbital gap, the calculation gives 10.11 eV. For the largest force on an atom, the calculation gives 4.4 eV Å⁻¹. The energy above the lowest of the compared OMol25 structures with the same formula, charge and spin is 56.2 kcal per mole.

=====

[12]
A 2-piece molecular cluster, CH3N3O3 overall at a distorted geometry. Source: the Open Molecules 2025 dataset; level of theory: ωB97M-V/def2-TZVPD.

CARTESIAN COORDINATES (ANGSTROEM)
O 0.55 -0.11 -0.40
N -1.29 -1.45 1.53
H -1.16 0.50 0.63
O 2.77 -0.22 -0.84
O -1.97 -1.34 -0.60
H -0.70 1.41 -0.65
H 1.78 1.30 0.14
C 1.84 0.37 -0.35
N -0.34 0.84 0.09
N -1.49 -1.30 0.45

The charge is 0. Its SMILES is N#[N+][O-].NOC=O. As for the total energy: -11693.821 eV. Its highest occupied orbital energy is -10.523 eV. As for the multiplicity: 1. For the orbital gap, the calculation gives 11.14 eV. For the largest force on an atom, the calculation gives 3.8 eV Å⁻¹. The energy above the lowest of the compared OMol25 structures with the same formula, charge and spin is 47.6 kcal per mole.